This record from the OMol25 dataset describes 2 unconnected molecules or ions with the total composition C4H8NO2 at a distorted geometry. The level of theory is ωB97M-V with the def2-TZVPD basis set.

Strongest force on any atom, hartree/bohr: 0.10126
HOMO-LUMO gap, eV: 5.84
Total energy, eV: -9858.283
Total charge: -1
Relative energy (zero: lowest compared OMol25 entry of this formula, charge and spin), kcal/mol: 150.0

Each line ends with the Mulliken charge.
CARTESIAN COORDINATES (ANGSTROEM)
O  -2.56483  -0.31853  1.01437  -0.603
C  -2.06468  -0.22504  -0.12641  -0.035
H  0.62368  -1.09486  0.95163  0.238
H  1.19292  0.95469  -0.46361  0.222
C  -0.86657  0.51402  -0.36682  0.482
H  2.51569  0.35473  2.01834  0.099
C  0.49588  0.17435  -0.81540  -0.227
H  1.93099  0.81317  1.95166  -0.123
C  1.07821  -1.08365  -0.07194  -0.658
H  -2.49805  -0.88711  -0.89044  0.327
H  0.64237  -1.98489  -0.57384  0.275
H  -1.91571  2.09473  0.03607  0.284
N  -1.56508  1.58711  -0.77791  -0.757
H  0.58325  0.21672  -1.90725  0.301
O  2.41191  -1.11545  0.02154  -0.825

Atoms 1-6, force components in eV/Å:
O -0.1016 0.5025 -1.1904
C -0.7856 -2.8639 4.2773
H -0.5251 0.2672 -0.0435
H -0.3827 0.2615 -0.1501
C -0.4563 1.6109 -3.7359
H -0.1001 -0.0143 -0.1586


This record from the OMol25 dataset describes a gas-phase ion, C4H8NO2 (charge -1) at a distorted geometry. The level of theory is ωB97M-V with the def2-TZVPD basis set.

Strongest force on any atom, hartree/bohr: 0.03538
HOMO-LUMO gap, eV: 7.81
Total energy, eV: -9864.063
Total charge: -1
SMILES: NCCCC(=O)[O-]
Relative energy (zero: lowest compared OMol25 entry of this formula, charge and spin), kcal/mol: 16.7

Each line ends with the Mulliken charge.
CARTESIAN COORDINATES (ANGSTROEM)
C  -0.03784  -0.33824  0.21262  -0.459
H  1.73037  -1.54775  -1.51514  0.268
N  2.19116  -1.29628  -0.63969  -0.765
C  -0.79352  0.96668  0.06264  -0.604
C  1.44008  -0.08883  -0.12272  -0.597
H  -0.10632  -0.71547  1.23151  0.256
H  1.81595  -1.99978  -0.01236  0.300
C  -2.32695  0.70927  0.36627  0.397
H  1.66762  0.78880  -0.72491  0.432
O  -2.91820  0.00736  -0.46715  -0.722
H  1.89441  0.13599  0.84946  0.310
O  -2.73171  1.21480  1.42209  -0.733
H  -0.72205  1.39139  -0.93839  0.330
H  -0.52587  1.79124  0.73286  0.295
H  -0.57712  -1.01919  -0.45708  0.292

Atoms 1-6, force components in eV/Å:
C 0.2542 1.1720 -0.9750
H 0.1740 0.0990 -0.0468
N -1.0017 0.6951 0.2096
C -1.5587 0.6752 0.6510
C 0.7680 -1.1031 0.7874
H -0.1517 -0.0892 0.0798


This record from the OMol25 dataset describes 2 unconnected molecules or ions with the total composition C4H8NO2 at a distorted geometry. The level of theory is ωB97M-V with the def2-TZVPD basis set.

Strongest force on any atom, hartree/bohr: 0.14907
HOMO-LUMO gap (spin up / spin down), eV: 5.36 / 5.34
Spin multiplicity: 2
Total energy, eV: -9853.862
Total charge: 0
Relative energy (zero: lowest compared OMol25 entry of this formula, charge and spin), kcal/mol: 169.7

Each line ends with the Mulliken charge.
CARTESIAN COORDINATES (ANGSTROEM)
H  2.04662  -1.10744  -1.61208  0.253
H  -0.03499  1.16940  -0.34601  0.639
H  -2.49613  -0.38309  -0.01063  0.453
H  -1.23095  -1.28047  0.33258  0.354
N  -2.00172  0.34028  2.11689  -0.517
C  -1.46429  -0.51104  -0.38174  -0.449
C  2.56749  -0.73475  -0.74126  -0.219
H  -1.88974  0.43252  3.13842  0.248
O  3.58000  0.16033  -0.96627  -0.327
H  1.83236  -0.18138  0.07126  0.045
H  2.89800  -1.69176  -0.11969  0.253
O  -1.30669  -0.80212  -1.69615  -0.601
C  -0.77338  0.72583  0.22496  -0.372
H  -0.57211  2.01965  1.86645  0.343
C  -1.11773  1.14911  1.42485  -0.104

Atoms 1-6, force components in eV/Å:
H -0.3762 0.2869 -0.3110
H 1.3224 1.1149 -1.1682
H -0.7551 -0.0187 -0.0323
H 0.3744 -1.2295 0.4658
N 2.4931 2.5837 -1.0571
C 2.5570 2.2183 -2.8655


This record from the OMol25 dataset describes a gas-phase ion, C4H8NO2 (charge +1) at a distorted geometry. The level of theory is ωB97M-V with the def2-TZVPD basis set.

Strongest force on any atom, hartree/bohr: 0.10875
HOMO-LUMO gap (spin up / spin down), eV: 7.21 / 7.92
Total energy, eV: -9848.314
Total charge: +1
Relative energy (zero: lowest compared OMol25 entry of this formula, charge and spin), kcal/mol: 184.9

Each line ends with the Mulliken charge.
CARTESIAN COORDINATES (ANGSTROEM)
H  -0.14746  -1.54940  -0.25091  0.472
O  2.16213  1.71770  1.20136  -0.195
C  -0.12809  -0.88792  0.56780  -0.899
H  -1.89466  0.10914  0.64857  0.346
H  -0.30468  -0.28811  -1.90668  0.340
C  -1.18654  0.24425  -1.47834  -1.138
H  1.80561  -0.52646  -0.44339  0.340
H  -2.12078  -0.19765  -1.61920  0.349
O  -0.62876  1.39917  0.59735  -0.421
H  -0.18099  -1.21404  1.56592  0.381
C  1.30336  -0.38320  0.54886  -0.451
C  -0.98433  0.30807  0.09819  0.517
N  1.38999  0.90959  0.94686  0.600
H  2.13248  -0.94315  1.27417  0.420
H  -1.21731  1.30200  -1.75058  0.340

Atoms 1-6, force components in eV/Å:
H -0.5861 -1.7249 -0.1342
O -0.3318 -1.2011 -0.1400
C 1.9158 1.2522 -0.2418
H -1.3468 -0.4796 0.1990
H -0.9902 0.4118 -0.2146
C 2.2192 1.2206 2.2759


This record from the OMol25 dataset describes 2 unconnected molecules or ions with the total composition C4H8NO2 at a distorted geometry. The level of theory is ωB97M-V with the def2-TZVPD basis set.

Strongest force on any atom, hartree/bohr: 0.10256
HOMO-LUMO gap, eV: 11.08
Total energy, eV: -9855.390
Total charge: +1
Relative energy (zero: lowest compared OMol25 entry of this formula, charge and spin), kcal/mol: 21.7

Each line ends with the Mulliken charge.
CARTESIAN COORDINATES (ANGSTROEM)
H  0.82986  -1.43989  -0.45413  0.312
C  -1.82691  1.41192  -0.30508  -1.449
H  -0.19432  -1.07028  1.71462  0.299
N  -0.13467  -1.35665  -0.46477  -0.278
O  2.71133  -0.32354  -0.48106  -0.461
H  -1.34931  0.89280  1.82653  0.426
H  -0.40266  -0.67888  -1.18792  0.378
H  -2.24388  0.89682  -1.06704  0.493
H  -2.49304  2.14817  0.07585  0.316
C  -0.56062  -0.56632  0.74313  -0.435
O  4.80505  0.04209  0.44076  -0.283
C  3.77639  -0.13354  -0.03058  0.708
H  -1.02744  1.87513  -0.85502  0.406
H  -0.58901  -2.28298  -0.79909  0.395
C  -1.30077  0.58514  0.84380  0.174

Atoms 1-6, force components in eV/Å:
H 2.7768 -0.2698 -0.1145
C 1.7302 0.7084 2.4026
H -0.6162 0.8604 -1.8683
N -4.1668 0.9511 -1.1639
O 0.2198 -0.0036 0.0731
H -0.4170 0.8813 1.8899


This record from the OMol25 dataset describes a gas-phase ion, C4H8NO2 (charge +1) at a distorted geometry. The level of theory is ωB97M-V with the def2-TZVPD basis set.

Strongest force on any atom, hartree/bohr: 0.05689
HOMO-LUMO gap, eV: 9.24
Total energy, eV: -9853.123
Total charge: +1
Relative energy (zero: lowest compared OMol25 entry of this formula, charge and spin), kcal/mol: 74.0

Each line ends with the Mulliken charge.
CARTESIAN COORDINATES (ANGSTROEM)
O  -1.65356  -0.73709  -0.03550  -0.332
N  2.31018  0.70434  -0.04954  -0.207
H  -1.53851  -2.72915  0.06870  0.248
C  -0.83566  -1.89701  0.01660  -0.660
H  -0.21989  -1.97394  -0.88027  0.332
O  -2.30189  1.32627  -0.02972  -0.426
H  2.82860  0.25266  0.71265  0.381
C  -1.28296  0.50101  0.00849  0.543
H  0.04763  2.16225  0.20697  0.380
H  -3.16271  0.87677  -0.09145  0.393
H  2.76511  0.43733  -0.93044  0.389
H  -0.19200  -1.87759  0.89529  0.355
H  2.35423  1.73081  0.06797  0.318
C  0.90903  0.13840  -0.05666  -0.676
C  -0.02760  1.08494  0.09693  -0.037

Atoms 1-6, force components in eV/Å:
O -0.2239 1.1574 -0.0641
N -0.1053 0.6010 0.0993
H -0.0167 0.1986 0.0122
C 0.5265 -1.2710 0.0148
H -0.1447 0.0640 0.2118
O 0.2216 0.1331 0.0039